*P*
# C4H6F2O

One molecule with the formula C4H6F2O (ωB97M-V with the def2-TZVPD basis set, the Open Molecules 2025 dataset).

The geometry in XYZ format:
```
13
C4H6F2O ωB97M-V with the def2-TZVPD basis set
C 1.92283 -0.00306 -0.43826
O 0.74548 -1.02253 -0.67173
C -0.18569 -0.58745 0.31437
C -1.67898 -0.52477 0.20894
F -2.21241 -0.87306 -0.97055
C -0.97314 0.80532 0.28595
F -0.99764 1.39112 -0.84175
H 2.05035 0.06671 0.70480
H 1.58846 1.02977 -0.87879
H 3.07545 -0.14408 -1.01408
H 0.08167 -0.71594 1.42209
H -2.41155 -0.96033 0.78175
H -1.00481 1.53831 1.09725
```

## Properties
HOMO energy: -9.6 eV
2S+1: 1
SMILES string: CO[C@@H]1[C@H](F)[C@@H]1F
Net charge: 0
HOMO-LUMO gap: 10.45 eV

*Q*
# C4H6F2O

A 2-piece molecular cluster, C4H6F2O overall (ωB97M-V with the def2-TZVPD basis set, the Open Molecules 2025 dataset).

The geometry in XYZ format:
```
13
C4H6F2O ωB97M-V with the def2-TZVPD basis set
C 1.20099 -0.18236 0.60146
C 1.62617 0.99156 1.03154
C 0.55478 -0.41578 -0.73473
C -2.10440 0.42759 0.04594
O -2.76357 0.15974 1.14530
F 1.18476 -1.25115 1.43228
F 1.70134 2.03530 0.15043
H 0.95581 0.39671 -1.35351
H 0.67060 -1.47558 -0.92741
H -0.56736 -0.13352 -0.51160
H 2.09659 1.43289 1.92715
H -2.89060 -0.01168 -0.59827
H -2.50961 0.45862 2.02436
```

## Properties
HOMO energy: -8.7 eV
2S+1: 1
Net charge: 0
HOMO-LUMO gap: 8.97 eV

*R*
# C4H6F2O

One molecule with the formula C4H6F2O (ωB97M-V with the def2-TZVPD basis set, the Open Molecules 2025 dataset).

The geometry in XYZ format:
```
13
C4H6F2O ωB97M-V with the def2-TZVPD basis set
C -1.46451 -0.27546 -2.27130
C -0.50798 -0.58441 -1.39148
C 0.00316 0.42434 -0.14961
F 1.18729 1.05707 -0.48629
F -0.84295 1.45037 0.08909
O 0.20727 -0.39264 0.94939
C 0.53665 0.28229 2.13053
H -1.72930 -0.90615 -3.02206
H -1.81675 0.73502 -2.16260
H -0.14119 -1.53259 -1.24673
H -0.35185 0.32047 2.67058
H 0.91656 1.25827 2.08546
H 1.21960 -0.40680 2.81734
```

## Properties
HOMO energy: -10.6 eV
2S+1: 1
SMILES string: C=CC(F)(F)OC
Net charge: 0
HOMO-LUMO gap: 11.58 eV

*S*
# C4H6F2O

A 4-piece molecular cluster, C4H6F2O overall (ωB97M-V with the def2-TZVPD basis set, the Open Molecules 2025 dataset).

The geometry in XYZ format:
```
13
C4H6F2O ωB97M-V with the def2-TZVPD basis set
C -0.32914 0.80219 -1.40241
C -0.34977 0.36759 0.04725
C 0.47335 -0.99154 0.23614
C 0.90535 0.16497 0.92643
H 1.02756 1.46992 -1.55856
H -1.63627 1.67600 -1.57877
H -0.51950 -0.60435 -2.18899
H -1.23389 -0.19234 1.41507
H 0.85198 -1.71037 -0.50006
H 2.02085 0.37774 0.54621
O -1.58204 0.42788 0.70367
F -0.34318 -1.86931 1.10581
F 0.71471 0.08163 2.24821
```

## Properties
HOMO energy: -9.3 eV
2S+1: 1
Net charge: 0
HOMO-LUMO gap: 9.27 eV

Which of them is the least stable? Correct choice: *S*.